{
  "formula": "C4H8N2O",
  "method": "ωB97M-V/def2-TZVPD",
  "symbols": ["C", "C", "O", "C", "N", "C", "N", "H", "H", "H", "H", "H", "H", "H", "H"],
  "coordinates": [[1.125, 1.409, -0.422], [0.161, 0.452, 0.226], [-0.094, 0.914, 1.536], [-1.131, 0.107, -0.548], [-1.053, -1.256, -0.021], [0.341, -1.064, 0.281], [1.185, -1.932, 0.628], [2.046, 1.494, 0.159], [0.641, 2.392, -0.449], [1.364, 1.107, -1.445], [-0.719, 0.292, 1.938], [-0.964, 0.131, -1.630], [-2.017, 0.671, -0.261], [0.513, -2.702, 0.615], [-1.398, -2.015, -0.608]],
  "atomic_forces_ev_per_a": [[0.07, -0.03, -0.02], [0.09, 0.21, -0.35], [-0.25, 0.02, 0.12], [-0.28, 0.57, -0.22], [0.31, 0.11, -0.22], [-0.67, -0.36, 0.15], [-0.64, 0.36, -0.18], [-0.10, -0.06, -0.06], [0.13, -0.12, -0.02], [-0.01, 0.00, 0.16], [0.15, 0.20, 0.07], [-0.11, 0.23, 0.06], [-0.06, 0.03, -0.05], [0.98, -1.24, 0.22], [0.39, 0.10, 0.34]],
  "nbo_charge": [-0.620, 0.188, -0.688, -0.235, -0.663, 0.403, -0.622, 0.233, 0.223, 0.216, 0.475, 0.180, 0.197, 0.329, 0.383],
  "smiles": "[H]/N=C1\\NC[C@@]1(C)O",
  "fmax_ev_per_a": 1.60,
  "gap_ha": 0.383,
  "total_energy_ha": -341.9176,
  "lumo_ev": 0.830
}

---

{
  "formula": "C20H31BN7Pd",
  "method": "ωB97M-V/def2-TZVPD",
  "symbols": ["Pd", "C", "C", "C", "C", "C", "N", "N", "B", "N", "N", "C", "C", "C", "C", "C", "N", "N", "C", "C", "C", "C", "C", "H", "H", "H", "H", "H", "H", "H", "H", "H", "H", "H", "H", "H", "H", "H", "H", "H", "H", "H", "H", "H", "H", "C", "C", "C", "C", "C", "N", "H", "H", "H", "H", "H", "H", "H", "H", "H"],
  "coordinates": [[0.907, 0.283, -0.903], [2.053, -0.400, -4.085], [0.920, -1.238, -3.534], [0.199, -2.285, -4.133], [-0.820, -2.637, -3.251], [-1.732, -3.786, -3.259], [-0.746, -1.806, -2.189], [0.323, -0.986, -2.369], [-1.605, -1.658, -0.944], [-0.487, -2.044, 0.206], [0.732, -1.339, 0.205], [1.477, -1.849, 1.191], [2.918, -1.387, 1.426], [0.727, -2.801, 1.935], [-0.482, -2.879, 1.280], [-1.709, -3.614, 1.607], [-1.929, -0.039, -0.830], [-0.991, 0.990, -1.040], [-1.623, 2.145, -0.947], [-1.008, 3.497, -1.182], [-3.041, 1.909, -0.652], [-3.146, 0.538, -0.662], [-4.315, -0.341, -0.327], [2.134, 0.560, -3.551], [1.916, -0.278, -5.162], [3.011, -0.956, -3.912], [0.190, -2.523, -5.176], [-1.401, -4.487, -4.028], [-2.684, -3.459, -3.651], [-1.936, -4.252, -2.259], [-2.652, -2.350, -0.909], [3.476, -2.077, 2.146], [2.964, -0.345, 1.800], [3.532, -1.401, 0.496], [1.021, -3.309, 2.809], [-2.040, -4.205, 0.778], [-2.470, -2.874, 1.865], [-1.588, -4.161, 2.524], [0.125, 3.472, -1.004], [-1.406, 4.336, -0.618], [-1.180, 3.756, -2.227], [-3.830, 2.656, -0.493], [-4.371, -0.505, 0.834], [-4.136, -1.261, -0.897], [-5.235, 0.137, -0.720], [2.763, 4.297, 2.551], [2.015, 2.934, 2.744], [2.788, 2.071, 3.703], [0.541, 3.154, 3.218], [1.887, 2.266, 1.404], [1.425, 1.591, 0.564], [3.087, 4.619, 3.570], [2.189, 5.068, 2.050], [3.681, 4.130, 2.060], [2.737, 2.422, 4.715], [3.829, 1.985, 3.331], [2.340, 1.080, 3.781], [0.718, 3.378, 4.265], [-0.111, 2.283, 3.189], [0.048, 3.978, 2.662]],
  "atomic_forces_ev_per_a": [[1.82, 1.69, -0.56], [0.37, -1.08, 0.74], [0.12, 0.94, 0.46], [0.95, 1.03, -1.75], [-1.86, -0.48, 3.75], [-0.02, -0.40, -0.13], [-0.69, -1.34, -2.25], [1.51, -0.01, -2.35], [1.01, -0.48, 2.25], [-0.44, 1.44, -0.25], [-1.09, -3.01, 1.34], [0.79, 0.22, 0.91], [0.52, -0.59, 0.28], [0.20, 1.31, -1.82], [-0.19, 0.45, -0.50], [-0.31, 0.72, 0.74], [-2.60, 0.63, -0.25], [-2.07, 1.74, 0.54], [1.01, 0.60, -0.01], [1.89, -0.68, 0.12], [0.69, 1.83, -0.54], [0.30, -4.53, 1.26], [-0.16, 0.56, 0.48], [-0.15, -0.25, -0.38], [0.10, 0.20, 0.19], [-0.67, 0.46, -0.28], [0.39, -0.52, -0.35], [0.10, -0.31, 0.36], [-0.71, 0.28, -0.11], [0.47, 0.46, -0.98], [1.57, 0.86, -0.11], [-1.02, 1.01, -0.85], [-0.11, -0.64, 0.01], [-0.60, -0.08, 0.41], [0.34, -0.56, 0.67], [-0.31, -0.60, -0.22], [-0.23, -0.04, -0.25], [0.14, -0.69, 0.07], [-1.61, -0.04, -0.36], [-0.36, -0.33, 0.35], [0.07, -0.01, -0.22], [0.46, -0.42, -0.07], [-0.02, 0.20, -2.23], [-0.59, 0.09, 0.69], [0.34, -0.33, 0.58], [-0.56, -0.43, 1.84], [-0.46, 1.41, -1.26], [0.61, -1.38, -0.80], [0.57, 0.41, -0.24], [-1.93, -1.85, -0.46], [2.15, 2.30, 1.80], [-0.61, 0.09, -0.71], [-0.12, 0.01, 0.03], [1.04, -0.19, -0.89], [0.23, 0.76, 0.35], [-0.44, -0.05, 0.61], [0.10, -0.22, -0.24], [-0.60, 0.53, 0.18], [0.26, -0.29, -0.14], [0.38, -0.34, 0.55]],
  "lowdin_spin": [1.409, -0.002, 0.029, 0.407, 0.202, 0.040, 0.036, 0.325, 0.005, 0.026, 0.194, 0.025, 0.005, 0.019, 0.008, 0.001, 0.173, 0.217, 0.115, 0.015, 0.467, 0.112, 0.008, 0.005, -0.001, -0.003, 0.015, 0.003, 0.020, 0.005, 0.000, 0.000, 0.000, 0.001, 0.002, 0.000, 0.000, 0.000, 0.003, 0.001, 0.006, 0.015, 0.004, 0.001, 0.001, 0.000, 0.001, 0.001, 0.000, 0.015, 0.065, 0.000, 0.000, 0.000, 0.000, 0.000, 0.000, 0.000, 0.000, 0.000],
  "charge": 3,
  "fmax_ev_per_a": 4.71,
  "spin_multiplicity": 5,
  "gap_ha": [0.328, 0.156],
  "total_energy_ha": -1315.6069,
  "lumo_ev": [-8.772, -13.331]
}

---

{
  "formula": "C5H14N2O2",
  "method": "ωB97M-V/def2-TZVPD",
  "symbols": ["C", "C", "C", "C", "C", "N", "N", "O", "O", "H", "H", "H", "H", "H", "H", "H", "H", "H", "H", "H", "H", "H", "H"],
  "coordinates": [[-0.615, -0.414, -0.504], [1.556, -0.066, 0.535], [-0.502, 0.072, 0.820], [-0.658, 0.495, -1.690], [-0.613, 1.525, 1.190], [-0.580, -1.739, -0.755], [2.033, -1.359, 0.248], [2.116, 0.926, -0.304], [-2.607, -0.062, 0.586], [1.837, 1.792, 0.016], [-2.881, -0.984, 0.662], [1.735, 0.170, 1.586], [-0.522, -0.653, 1.621], [-0.662, -2.081, -1.696], [-0.572, -2.397, 0.007], [1.930, -1.590, -0.733], [3.003, -1.492, 0.520], [0.257, 1.081, -1.769], [-1.507, 1.168, -1.577], [-0.783, -0.063, -2.618], [-1.631, 1.704, 1.529], [-0.426, 2.186, 0.344], [0.094, 1.781, 1.983]],
  "atomic_forces_ev_per_a": [[-0.62, -0.73, -0.13], [-0.99, 0.40, 0.82], [2.66, -0.03, -0.58], [-0.24, 0.01, 0.02], [-0.11, -0.09, -0.05], [0.02, 0.96, 0.22], [-0.08, -0.08, -0.13], [-0.16, -0.08, -0.03], [-0.37, -0.29, -0.27], [0.01, -0.05, 0.02], [-0.16, 0.11, -0.03], [0.14, -0.01, -0.04], [-0.10, 0.00, -0.05], [-0.07, 0.03, 0.09], [0.01, 0.04, -0.08], [0.04, -0.02, 0.05], [-0.10, 0.08, -0.03], [0.07, -0.06, 0.12], [0.03, -0.05, 0.04], [-0.02, -0.05, 0.06], [0.06, 0.02, 0.03], [0.02, -0.04, -0.07], [-0.04, -0.05, 0.01]],
  "nbo_charge": [0.490, 0.215, -0.101, -0.703, -0.651, -0.762, -0.866, -0.745, -1.130, 0.476, 0.418, 0.149, 0.232, 0.401, 0.411, 0.363, 0.374, 0.253, 0.274, 0.213, 0.284, 0.201, 0.205],
  "fmax_ev_per_a": 2.72,
  "gap_ha": [0.273, 0.273],
  "total_energy_ha": -458.7651,
  "lumo_ev": [0.637, 0.637]
}

---

{
  "formula": "C2H4N3O",
  "method": "ωB97M-V/def2-TZVPD",
  "symbols": ["C", "C", "N", "N", "N", "O", "H", "H", "H", "H"],
  "coordinates": [[0.552, -0.589, 0.079], [-0.708, -1.240, -0.017], [0.399, 0.752, -0.053], [-0.900, 0.948, 0.036], [-1.561, -0.177, -0.074], [-2.987, 0.053, -0.023], [1.617, -1.079, 0.145], [-0.731, -2.308, 0.096], [0.895, 1.600, -0.281], [-1.583, 1.691, 0.165]],
  "atomic_forces_ev_per_a": [[2.50, -1.19, -1.14], [2.59, 2.56, 0.67], [-0.90, -0.79, 1.23], [-2.17, -1.05, -1.21], [-5.69, 0.03, 1.28], [5.51, -1.49, -0.33], [-2.39, 1.16, -0.29], [-1.30, -0.06, -0.26], [1.26, -0.27, 0.23], [0.60, 1.09, -0.20]],
  "nbo_charge": [0.051, -0.065, -0.274, -0.121, 0.245, -0.428, 0.305, 0.308, 0.484, 0.496],
  "charge": 1,
  "smiles": "O=[n+]1cc[nH][nH]1",
  "fmax_ev_per_a": 5.83,
  "gap_ha": [0.328, 0.328],
  "total_energy_ha": -317.6581,
  "lumo_ev": [-5.812, -5.812]
}

---

{
  "formula": "C3H4ClFN2",
  "method": "ωB97M-V/def2-TZVPD",
  "symbols": ["C", "C", "C", "H", "H", "H", "H", "N", "N", "F", "Cl"],
  "coordinates": [[0.826, 0.585, -0.020], [0.255, -0.168, -1.192], [-2.636, -0.273, 0.016], [0.215, 1.435, 0.346], [1.009, -0.667, -1.809], [-3.292, 0.301, 0.718], [-2.743, -1.316, -0.227], [-0.965, -0.373, -1.446], [-1.728, 0.408, -0.557], [2.062, 1.031, -0.243], [0.849, -0.597, 1.432]],
  "atomic_forces_ev_per_a": [[-1.48, 0.21, 1.40], [1.44, -0.80, -0.29], [-0.15, 1.61, 0.28], [0.22, -0.70, -0.40], [-0.22, 0.08, 0.08], [0.55, -0.93, -0.63], [-0.35, -0.41, 0.23], [0.20, 1.19, 0.50], [-1.09, -0.78, 0.12], [0.77, -0.16, -0.35], [0.11, 0.67, -0.95]],
  "nbo_charge": [0.191, 0.037, -0.068, 0.218, 0.203, 0.195, 0.179, -0.230, -0.296, -0.319, -0.110],
  "smiles": "C=N/N=C\\[C@H](F)Cl",
  "fmax_ev_per_a": 2.05,
  "gap_ha": 0.379,
  "total_energy_ha": -786.2097,
  "lumo_ev": 0.155
}

---

{
  "formula": "C31H18BrF4FeNPS",
  "method": "ωB97M-V/def2-TZVPD",
  "symbols": ["Fe", "F", "C", "C", "F", "C", "F", "C", "P", "C", "C", "C", "C", "C", "C", "C", "C", "C", "C", "C", "C", "C", "Br", "C", "F", "H", "H", "H", "H", "H", "H", "H", "H", "H", "H", "S", "C", "C", "C", "C", "C", "C", "N", "C", "C", "C", "C", "C", "C", "C", "H", "H", "H", "H", "H", "H", "H", "H"],
  "coordinates": [[-0.709, 0.607, -1.154], [-3.006, -5.938, -1.133], [-2.283, -4.882, -0.861], [-1.187, -4.978, -0.014], [-0.870, -6.129, 0.527], [-0.426, -3.850, 0.262], [0.601, -3.974, 1.087], [-0.718, -2.610, -0.291], [0.374, -1.153, 0.006], [0.418, -0.975, 1.801], [1.535, -0.413, 2.421], [1.543, -0.257, 3.797], [0.435, -0.628, 4.547], [-0.694, -1.148, 3.925], [-0.710, -1.315, 2.552], [1.996, -1.672, -0.608], [2.244, -1.396, -1.956], [3.425, -1.806, -2.547], [4.369, -2.484, -1.788], [4.129, -2.750, -0.447], [2.947, -2.347, 0.153], [-1.839, -2.547, -1.116], [-2.409, -0.887, -1.909], [-2.616, -3.650, -1.409], [-3.671, -3.537, -2.199], [2.391, -0.104, 1.835], [2.417, 0.150, 4.286], [0.449, -0.507, 5.622], [-1.557, -1.430, 4.512], [-1.584, -1.733, 2.065], [1.498, -0.858, -2.533], [3.615, -1.595, -3.591], [5.296, -2.805, -2.244], [4.866, -3.282, 0.141], [2.769, -2.571, 1.195], [-1.156, 4.996, -0.250], [-2.035, 4.227, 1.040], [-2.722, 4.807, 2.098], [-3.353, 3.969, 2.998], [-3.305, 2.579, 2.845], [-2.620, 2.003, 1.797], [-1.975, 2.835, 0.883], [-1.252, 2.437, -0.224], [-0.768, 3.457, -0.907], [0.004, 3.241, -2.121], [0.546, 4.280, -2.880], [1.243, 4.000, -4.042], [1.395, 2.690, -4.478], [0.857, 1.642, -3.734], [0.195, 1.927, -2.563], [-2.768, 5.881, 2.218], [-3.891, 4.395, 3.834], [-3.819, 1.950, 3.559], [-2.578, 0.926, 1.673], [0.408, 5.304, -2.555], [1.667, 4.807, -4.625], [1.924, 2.469, -5.395], [0.967, 0.629, -4.103]],
  "atomic_forces_ev_per_a": [[0.67, 2.45, 0.10], [-0.07, -0.09, -0.02], [0.14, 0.08, 0.10], [-0.04, 0.06, -0.04], [0.01, -0.12, 0.03], [-0.05, 0.16, -0.07], [0.09, -0.07, 0.03], [-0.07, 0.44, -0.09], [0.58, -1.40, 0.59], [-0.15, 0.28, -0.11], [-0.06, 0.02, -0.10], [0.01, 0.02, 0.02], [0.00, 0.01, 0.01], [-0.03, 0.02, 0.04], [0.08, -0.07, -0.10], [-0.19, 0.39, -0.20], [-0.10, 0.00, 0.16], [0.02, 0.01, -0.07], [-0.03, 0.01, -0.01], [0.04, -0.04, 0.07], [-0.10, -0.01, 0.01], [0.23, 0.06, 0.14], [-0.92, -0.78, -0.48], [-0.09, 0.28, -0.13], [-0.01, -0.08, 0.01], [0.06, -0.04, 0.02], [-0.01, 0.02, 0.00], [0.00, -0.01, 0.00], [0.01, 0.00, 0.00], [-0.01, -0.02, 0.07], [0.08, -0.03, -0.08], [-0.01, 0.00, 0.01], [0.00, 0.00, 0.01], [0.01, 0.01, -0.01], [-0.01, 0.00, 0.04], [0.05, -0.32, -0.07], [0.15, -0.32, -0.22], [-0.10, 0.10, 0.15], [0.08, 0.05, -0.08], [-0.01, -0.04, 0.01], [0.10, -0.07, -0.17], [-0.35, 0.23, 0.54], [0.43, -1.00, -0.70], [-0.21, 0.49, 0.35], [0.21, -0.04, -0.27], [-0.17, -0.08, 0.24], [0.12, -0.03, -0.19], [-0.08, 0.05, 0.13], [0.05, -0.24, -0.10], [-0.39, -0.45, 0.42], [0.02, 0.00, -0.02], [-0.02, 0.01, -0.02], [0.01, 0.00, 0.00], [-0.02, 0.01, 0.06], [0.05, 0.03, -0.05], [-0.03, 0.02, 0.03], [0.01, 0.05, -0.02], [0.00, 0.02, 0.04]],
  "lowdin_spin": [4.007, 0.000, 0.000, 0.002, 0.001, 0.002, 0.001, 0.014, 0.085, 0.017, 0.009, 0.000, 0.012, -0.001, 0.010, 0.012, 0.007, 0.001, 0.002, 0.001, 0.003, 0.014, 0.112, 0.004, 0.002, 0.000, 0.000, 0.001, 0.000, 0.000, 0.005, 0.000, 0.000, 0.000, 0.000, 0.013, 0.004, 0.002, 0.001, 0.000, 0.003, 0.008, 0.084, 0.025, 0.063, 0.017, 0.008, 0.019, 0.068, 0.344, 0.000, 0.000, 0.000, 0.001, 0.004, 0.001, 0.003, 0.008],
  "charge": 2,
  "fmax_ev_per_a": 2.54,
  "spin_multiplicity": 6,
  "gap_ha": [0.297, 0.201],
  "total_energy_ha": -6223.0030,
  "lumo_ev": [-6.190, -8.786]
}